Below is an isolated molecule of C3H9NO2 in a non-equilibrium geometry, with properties calculated with the ωB97M-V functional and the def2-TZVPD basis.

Properties
* DFT total energy: -324.88234 a.u.
* SMILES string: NC(CO)CO
* ΔE to the lowest compared entry with this formula, charge and spin: 237.0 kJ/mol
* LUMO level: 0.90 eV
* E_HOMO: -9.2 eV

Element x y z (Å)
C  0.0138  -0.2288  -0.3388
C  -0.9419  0.2638  0.7282
C  1.0718  0.7201  -0.6674
H  -0.0115  -2.4444  -0.0351
H  0.8616  -1.4832  0.9593
H  -0.7011  -0.3048  -1.1654
H  -0.4226  0.6674  1.6092
H  -1.5375  1.0972  0.4409
H  -1.4795  -1.3311  1.4163
H  1.7785  0.6779  0.2219
H  1.4866  0.3040  -1.6113
H  0.8795  2.2509  -1.7122
N  0.4524  -1.5269  0.0693
O  -1.8928  -0.6488  0.9686
O  0.4429  1.9867  -0.8833